ORCA calculation (ωB97M-V/def2-TZVPD) on a cluster of 8 separate species, C22H37BBrCl14FN2O3 in total at a distorted geometry.

Results
LUMO energy	-1.17	eV
frontier orbital gap	9.02	eV
SMILES	CCB(O)[C@](C#N)(CC(=O)O)[C@](F)(Br)C#N.ClCCCl.ClCCCl.ClCCCl.ClCCCl.ClCCCl.ClCCCl.ClCCCl
HOMO	-10.20	eV
net charge	0

```
81
Properties=species:S:1:pos:R:3:mulliken_charge:R:1
C 0.71665 4.12512 -4.84971 -0.719
C 0.54406 4.54409 -3.29567 -0.214
B 1.37373 3.62867 -2.24486 -0.086
O 0.60411 2.88557 -1.23457 -0.337
C 2.99903 3.47147 -2.15405 0.634
C 3.77933 3.95291 -3.48656 -0.142
N 4.10744 4.15928 -4.63901 -0.615
C 3.46936 1.93756 -1.89660 -0.530
C 2.66142 0.87085 -2.82577 0.449
O 2.09767 -0.10379 -2.25376 -0.546
O 2.66684 1.05667 -4.23598 -0.412
C 3.49695 4.49119 -0.97504 0.930
F 2.70056 5.70429 -1.14338 -0.269
Br 5.45604 4.83077 -1.23457 -0.045
C 3.14727 3.95386 0.49851 -0.061
N 3.23551 3.42925 1.59273 -0.469
H 1.52565 4.82989 -5.28606 0.071
H -0.24580 4.17274 -5.46564 0.356
H 1.14142 3.06044 -4.89795 0.126
H 0.76336 5.67125 -3.09906 0.261
H -0.58730 4.42391 -3.04794 0.185
H 0.43961 3.57992 -0.53784 0.295
H 4.57224 1.87834 -2.26113 0.475
H 3.33877 1.57953 -0.81902 0.215
H 2.40257 0.16610 -4.60328 0.373
Cl 1.23839 -0.76934 5.21214 -0.189
C 2.18093 -0.05828 3.87718 -0.485
C 1.37934 0.95767 3.08748 -0.192
Cl 0.06398 0.19964 2.15561 -0.030
H 2.53534 -0.87215 3.24154 0.328
H 3.05047 0.42579 4.32704 0.340
H 2.02580 1.46166 2.36725 -0.083
H 0.93930 1.71634 3.73809 0.368
Cl -1.17003 5.15082 -8.94104 -0.182
C -0.02051 6.50415 -9.08256 -0.404
C 1.10981 6.40230 -8.07736 -0.503
Cl 0.54831 6.65732 -6.40662 -0.160
H -0.57776 7.43583 -8.96729 0.301
H 0.38274 6.47185 -10.09705 0.304
H 1.85734 7.17191 -8.28034 0.355
H 1.60286 5.42861 -8.12372 0.327
Cl -2.71596 -0.80017 -1.36839 -0.225
C -2.24455 -1.61160 0.14620 0.092
C -2.27073 -3.12147 0.01972 -0.087
Cl -3.92717 -3.75400 -0.15624 -0.226
H -2.91018 -1.26301 0.93868 0.213
H -1.23155 -1.27777 0.38139 -0.087
H -1.85342 -3.57616 0.92048 -0.004
H -1.68548 -3.46375 -0.83626 0.332
Cl -2.28438 -6.79615 0.77842 -0.164
C -0.90148 -7.43522 1.70215 -0.458
C -0.58962 -6.59259 2.92338 0.182
Cl 0.05516 -4.98909 2.48819 -0.183
H -0.04445 -7.49916 1.02870 0.327
H -1.16842 -8.44861 2.01036 0.329
H 0.17437 -7.08672 3.52944 -0.386
H -1.47473 -6.44368 3.54579 0.359
Cl -3.11607 -1.10521 4.34017 -0.124
C -2.64519 -0.37629 5.89505 -0.353
C -2.64163 -1.38798 7.02413 -0.417
Cl -4.28409 -1.94151 7.43713 -0.196
H -3.32520 0.45285 6.10044 0.344
H -1.64093 0.03217 5.76127 0.117
H -2.22482 -0.93516 7.92618 0.324
H -2.04135 -2.26560 6.77526 0.295
Cl 3.52054 -5.89176 4.13221 -0.164
C 3.57952 -7.18606 5.35391 -0.520
C 3.25097 -8.54382 4.76495 -0.421
Cl 1.54195 -8.66810 4.27535 -0.196
H 2.89373 -6.92179 6.16132 0.313
H 4.59416 -7.19409 5.75791 0.350
H 3.42366 -9.32317 5.51003 0.310
H 3.86960 -8.76434 3.89267 0.317
Cl -8.40776 1.99117 -0.06276 -0.196
C -7.31003 0.94639 -0.99984 -0.430
C -5.98878 0.72143 -0.29124 -0.244
Cl -5.00315 2.20375 -0.21868 -0.179
H -7.16655 1.40043 -1.98226 0.327
H -7.82285 -0.00800 -1.13740 0.306
H -5.39996 -0.02292 -0.83161 0.115
H -6.13597 0.36277 0.72967 0.293
```